Entry 1:
{"formula": "C2H4O2V", "method": "ωB97M-V/def2-TZVPD", "species": ["C", "C", "O", "H", "H", "H", "V", "O", "H"], "positions_angstrom": [[0.160, -1.132, -1.070], [1.580, -0.893, -1.069], [-0.287, -0.776, 0.092], [-0.514, -0.925, -1.907], [1.859, -0.369, -1.993], [2.108, -1.855, -0.998], [-2.648, -1.150, 1.253], [-1.601, -0.302, 0.068], [1.523, -0.419, 0.087]], "forces_ev_per_angstrom": [[-0.08, 3.70, -0.02], [-0.21, -0.97, 3.36], [-0.65, -0.96, -0.51], [-0.30, -1.14, -0.06], [0.16, 0.20, 0.44], [0.48, 0.14, -0.19], [-0.86, -0.14, 0.72], [-0.78, -0.23, -0.25], [2.24, -0.61, -3.49]], "orbital_gap_ev": [9.211, 10.423], "energy_ha": -1172.1432, "s_squared": 3.76, "relative_energy_kj_mol": 283.7, "total_charge": 2, "lumo_energy_ev": [-11.14, -10.86], "spin_multiplicity": 4}

---

Entry 2:
{"formula": "C2H4O3", "method": "ωB97M-V/def2-TZVPD", "species": ["C", "C", "O", "O", "O", "H", "H", "H", "H"], "positions_angstrom": [[-1.610, 0.087, -0.290], [0.795, 0.571, 0.156], [-0.302, 0.018, -0.378], [2.874, -0.620, 0.102], [1.974, 0.479, -0.462], [-2.333, -0.265, -1.081], [-2.029, 0.418, 0.735], [0.965, 0.941, 1.155], [3.504, -0.694, -0.612]], "forces_ev_per_angstrom": [[-1.73, 0.70, 2.56], [1.50, 0.02, -0.19], [1.24, -0.17, -1.33], [-0.40, -0.65, 1.16], [-1.97, 0.34, -0.95], [1.75, 0.24, 0.75], [0.64, -0.45, -1.89], [-1.34, -0.12, 0.52], [0.31, 0.11, -0.62]], "orbital_gap_ev": [7.965, 8.367], "energy_ha": -304.0696, "relative_energy_kj_mol": 714.4, "lumo_energy_ev": [-0.15, 0.24]}

---

Entry 3:
{"formula": "C2H4O3", "method": "ωB97M-V/def2-TZVPD", "species": ["O", "C", "O", "H", "H", "C", "O", "H", "H"], "positions_angstrom": [[0.699, -2.658, 1.062], [1.257, -1.685, 0.688], [0.634, -0.654, 0.127], [2.326, -1.461, 0.740], [0.119, 0.080, -0.235], [-1.241, 1.579, -0.556], [-0.093, 1.728, -0.899], [-1.965, 1.148, -1.290], [-1.736, 1.924, 0.363]], "forces_ev_per_angstrom": [[0.02, -0.89, 0.39], [-0.54, 1.05, -0.40], [0.39, 0.27, -0.22], [0.14, -0.31, 0.11], [0.49, -0.52, 0.20], [-1.04, 0.36, -1.68], [-0.32, 0.08, 0.83], [0.22, -0.13, 0.33], [0.65, 0.09, 0.44]], "orbital_gap_ev": 10.455, "energy_ha": -304.2496, "smiles": "O=CO.C=O", "relative_energy_kj_mol": 241.8, "lumo_energy_ev": -0.25}

---

Entry 4:
{"formula": "C2H4O3P", "method": "ωB97M-V/def2-TZVPD", "species": ["O", "P", "C", "C", "O", "O", "H", "H", "H", "H"], "positions_angstrom": [[-1.652, 0.567, 1.280], [-0.268, 0.627, 0.829], [-0.101, -0.337, -0.657], [1.692, -0.693, -0.814], [1.985, -1.779, -1.182], [2.291, 0.344, -0.559], [0.703, 0.041, 1.840], [-0.027, 2.001, 0.646], [-0.180, 0.372, -1.503], [-0.756, -1.206, -0.547]], "forces_ev_per_angstrom": [[-2.57, -0.12, 1.59], [1.51, -1.15, -0.03], [3.18, 0.43, -0.06], [-2.98, 2.40, 0.60], [0.66, -2.87, -0.80], [0.58, 0.86, 0.38], [-0.85, 1.04, -1.20], [1.06, -0.13, -0.14], [-0.58, -0.80, 0.18], [-0.03, 0.34, -0.52]], "orbital_gap_ev": 8.428, "energy_ha": -645.7395, "smiles": "O=[PH2]CC(=O)[O-]", "relative_energy_kj_mol": 170.5, "total_charge": -1, "lumo_energy_ev": 4.29}